1.
# C34H40GeN6O4S2Ti

C34H40GeN6O4S2Ti as an isolated structure (ωB97M-V with the def2-TZVPD basis set, OMol25).

The geometry in ORCA input format:
```
! wB97M-V def2-TZVPD RIJCOSX def2/J DEFGRID3
* xyz 2 1
Ti 0.321 -0.052 -0.153
C 2.429 1.735 -0.191
C 3.124 1.390 0.967
C 2.801 1.995 2.173
C 1.772 2.929 2.232
C 1.067 3.268 1.086
C 1.401 2.679 -0.132
H 2.724 1.305 -1.141
H 3.918 0.656 0.921
H 3.349 1.739 3.069
H 1.527 3.400 3.176
H 0.277 4.007 1.131
H 0.904 2.998 -1.040
N -2.791 2.197 -2.925
C -1.653 1.408 -3.361
C -2.166 0.243 -4.227
C -1.177 -0.862 -4.614
C -0.082 -0.482 -5.605
N 0.965 0.323 -4.972
C 1.976 0.865 -5.628
N 2.133 0.656 -6.934
N 2.845 1.648 -4.977
C -0.937 0.815 -2.165
O 0.352 0.766 -2.158
O -1.537 0.320 -1.189
H -3.506 2.238 -3.640
H -2.534 3.146 -2.687
H -0.905 1.987 -3.912
H -2.595 0.675 -5.135
H -2.988 -0.214 -3.672
H -1.751 -1.659 -5.087
H -0.721 -1.317 -3.729
H -0.518 0.081 -6.437
H 0.365 -1.396 -6.005
H 0.922 0.454 -3.961
H 1.550 0.005 -7.429
H 2.876 1.097 -7.449
H 2.710 1.854 -4.003
H 3.680 1.989 -5.420
O 1.849 -5.090 1.640
C 2.899 -4.557 1.000
C 4.095 -5.277 1.034
C 5.216 -4.794 0.399
C 5.187 -3.576 -0.289
C 4.017 -2.860 -0.327
C 2.856 -3.329 0.312
C 1.650 -2.523 0.261
O 1.673 -1.354 -0.355
N 0.538 -2.915 0.815
N -0.425 -1.923 0.679
C -1.565 -2.242 1.192
S -2.920 -1.106 1.130
C -3.752 -1.866 2.555
C -3.603 -3.367 2.385
S -1.862 -3.729 2.007
H 1.077 -4.503 1.535
H 4.109 -6.217 1.568
H 6.133 -5.367 0.437
H 6.074 -3.207 -0.783
H 3.965 -1.916 -0.853
H -4.795 -1.554 2.526
H -3.276 -1.509 3.467
H -4.232 -3.753 1.585
H -3.848 -3.887 3.310
Ge -1.197 0.733 1.778
C -0.975 0.075 3.585
C 0.106 -0.755 3.890
C 0.243 -1.299 5.159
C -0.698 -1.016 6.139
C -1.776 -0.187 5.852
C -1.914 0.354 4.582
C -2.141 2.414 1.761
C -2.933 2.768 0.666
C -3.586 3.994 0.650
C -3.435 4.876 1.711
C -2.633 4.538 2.794
C -1.992 3.308 2.824
H 0.742 0.578 1.333
H 0.857 -0.976 3.139
H 1.086 -1.940 5.383
H -0.588 -1.434 7.131
H -2.505 0.041 6.619
H -2.759 1.001 4.372
H -3.033 2.097 -0.180
H -4.215 4.259 -0.190
H -3.947 5.829 1.697
H -2.516 5.229 3.618
H -1.378 3.049 3.679
*
```

## Properties
Kohn-Sham gap   7.14 eV
Max |F|   0.0115 Eh/bohr



2.
# C24H29N3O4S

One molecule with the formula C24H29N3O4S at a distorted geometry (ωB97M-V with the def2-TZVPD basis set, OMol25).

The geometry in ORCA input format:
```
! wB97M-V def2-TZVPD RIJCOSX def2/J DEFGRID3
* xyz 0 1
C -4.866 -1.295 -1.685
H -4.609 -2.076 -0.963
H -4.177 -1.347 -2.534
H -5.885 -1.446 -2.037
O -4.855 -0.017 -1.092
C -3.713 0.408 -0.508
C -2.532 -0.299 -0.484
C -1.411 0.217 0.176
C -1.494 1.460 0.816
C -2.689 2.190 0.771
C -3.791 1.687 0.120
O -4.996 2.305 0.021
C -5.147 3.562 0.633
H -4.989 3.504 1.715
H -6.173 3.865 0.433
H -4.460 4.301 0.208
H -2.701 3.144 1.272
C -0.339 1.985 1.516
O -0.279 3.064 2.074
N 0.774 1.127 1.529
C 0.734 -0.069 0.884
N -0.265 -0.524 0.217
S 2.118 -1.141 1.045
C 1.551 -2.574 0.062
C 0.245 -3.125 0.488
C -0.237 -3.383 1.744
O -1.485 -3.870 1.642
N -1.837 -3.941 0.334
C -0.829 -3.504 -0.370
C -0.861 -3.443 -1.852
H -0.651 -2.428 -2.184
H -0.103 -4.105 -2.271
H -1.839 -3.753 -2.209
C 0.345 -3.200 3.095
H -0.131 -3.884 3.793
H 0.175 -2.180 3.441
H 1.418 -3.379 3.072
H 2.358 -3.301 0.181
H 1.500 -2.248 -0.976
C 1.985 1.648 2.128
H 1.693 2.196 3.028
H 2.634 0.813 2.398
C 2.699 2.609 1.161
C 3.071 1.917 -0.121
C 2.200 1.795 -1.115
C 2.460 1.037 -2.379
C 3.690 0.144 -2.252
C 4.827 0.931 -1.612
C 4.446 1.313 -0.185
H 5.172 2.026 0.216
H 4.475 0.425 0.455
H 5.745 0.340 -1.606
H 5.010 1.835 -2.196
H 3.986 -0.229 -3.235
H 3.458 -0.715 -1.619
H 1.577 0.441 -2.628
H 2.602 1.751 -3.199
H 1.227 2.268 -1.047
H 2.023 3.442 0.963
H 3.587 2.995 1.664
H -2.444 -1.271 -0.937
*
```

## Properties
Kohn-Sham gap   8.26 eV
Max |F|   0.0239 Eh/bohr
SMILES   COc1cc2nc(SCc3c(C)noc3C)n(CCC3=CCCCC3)c(=O)c2cc1OC



3.
# C2H6N2O2

One molecule with the formula C2H6N2O2 at a distorted geometry (ωB97M-V with the def2-TZVPD basis set, OMol25).

The geometry in ORCA input format:
```
! wB97M-V def2-TZVPD RIJCOSX def2/J DEFGRID3
* xyz 0 1
C -2.145 -0.618 -0.877
C 1.685 0.345 0.104
N 2.334 1.167 0.936
N 0.360 0.248 0.181
O -0.555 -0.719 -0.750
O -0.251 1.033 0.942
H -2.585 0.222 -0.363
H -2.083 -0.548 -2.040
H -2.501 -1.586 -0.575
H 2.288 -0.397 -0.419
H 3.113 0.762 1.297
H 1.611 1.730 1.513
*
```

## Properties
Kohn-Sham gap   8.89 eV
Max |F|   0.1035 Eh/bohr
SMILES   CO/[N+]([O-])=C/N



4.
# C2H8N5O3S

C2H8N5O3S as an isolated structure at a distorted geometry (ωB97M-V with the def2-TZVPD basis set, OMol25).

The geometry in ORCA input format:
```
! wB97M-V def2-TZVPD RIJCOSX def2/J DEFGRID3
* xyz 1 1
C -0.513 -0.595 -0.655
C 2.091 -0.491 0.148
N -0.393 -1.920 -0.626
N 2.789 0.563 0.350
N -1.165 1.359 1.761
N 0.324 0.187 0.049
N -1.495 -0.076 -1.382
O 2.142 -1.643 -0.008
O 1.031 2.360 0.998
O -0.917 2.323 -0.523
S -0.160 1.721 0.522
H 0.368 -2.362 -0.136
H -0.932 -2.484 -1.263
H 2.319 1.460 0.575
H 3.797 0.492 0.434
H -0.762 1.409 2.683
H -2.060 1.817 1.710
H -2.117 -0.675 -1.904
H -1.605 0.934 -1.416
*
```

## Properties
Kohn-Sham gap   11.56 eV
Max |F|   0.0335 Eh/bohr



Values for energy above the lowest of the compared OMol25 structures with the same formula, charge and spin, kcal per mole, ordered as above
0.0; 75.9; 147.6; 0.0